35
Properties=species:S:1:pos:R:3 method="wB97M-V/def2-TZVPD" charge=+1 e_lumo_ev="-4.2 / -3.2" e_homo_ev="-10.697 / -11.072" de_lowest_kj_mol=0.0
C 2.39246 -0.28705 -1.22687
C 3.60752 0.33990 -1.31733
C 2.54766 0.70305 0.82330
C 1.81063 -0.24393 0.06316
C -1.36399 0.36095 -0.64272
C -1.12650 1.77498 1.33878
C -3.20597 1.87407 -0.00200
C -1.23819 2.95957 -0.88626
C 1.57822 -3.06805 0.04575
C -0.76558 -2.86086 0.46931
C 0.66937 -0.94237 0.55413
C -1.72453 1.79543 -0.03433
N 0.37306 -2.23115 -0.05743
O -1.48713 -0.20921 -1.66574
S 3.97770 1.30049 0.03188
H 2.04073 -0.82974 -2.01090
H 4.22598 0.16424 -2.11225
H 2.32592 1.02498 1.84344
H -0.05577 2.18418 1.26345
H -1.18539 0.79567 1.79493
H -1.67827 2.42525 1.98012
H -3.78462 1.90312 -0.95867
H -3.74377 1.05301 0.33884
H -3.60331 2.58924 0.65545
H -2.01356 3.22718 -1.56936
H -0.18527 2.77367 -1.38642
H -1.23853 3.80106 -0.19997
H 2.51756 -2.54647 -0.20928
H 1.60081 -3.38641 1.07923
H 1.59775 -4.05520 -0.47238
H -1.65715 -2.46532 0.16282
H -0.85790 -3.89128 0.19465
H -0.78804 -2.92815 1.56179
H 0.30237 -0.82744 1.59573
H 0.13575 -2.27739 -1.04487